# C36H85BrNO19PS5

A cluster of 6 separate species, C36H85BrNO19PS5 in total (the ωB97M-V functional and the def2-TZVPD basis, the OMol25 dataset).

XYZ file:
```
148
Properties=species:S:1:pos:R:3:forces:R:3:lowdin_charge:R:1
C 8.53180 -1.83832 5.52638 0.6 0.3 0.0 -0.116
C 9.15630 -0.63226 4.71461 -0.1 -0.5 0.1 -0.250
C 8.25395 0.65381 4.66261 0.2 -0.4 -0.2 -0.225
C 6.73095 0.38368 4.42612 0.0 1.0 -0.4 -0.215
C 6.39143 -0.10836 2.96061 -0.1 -0.9 1.0 -0.194
C 5.77021 -1.54438 3.02122 0.3 -0.1 -1.1 -0.225
C 5.40273 -2.11003 1.58548 0.3 -0.2 1.4 -0.201
C 5.26954 -3.67450 1.73860 0.5 0.8 -0.9 -0.215
C 4.58368 -4.37152 0.51504 -0.5 -0.4 0.6 -0.204
C 3.02217 -4.53251 0.66790 0.9 -0.4 -0.3 -0.203
C 2.61182 -5.23095 2.00810 -0.9 0.2 -0.1 -0.202
C 1.13695 -5.82946 1.97734 -0.1 1.1 1.1 -0.184
C 0.20832 -4.85079 2.79510 0.6 0.7 -0.7 -0.207
C 0.16414 -3.46392 2.03281 -1.7 0.2 0.9 -0.151
C -0.92242 -2.55277 2.74016 0.0 -1.7 -0.6 -0.242
O -0.38808 -1.25062 3.09769 -2.6 0.0 2.1 -0.228
P -1.46163 -0.50311 4.14944 -0.2 3.5 -1.0 0.576
O -1.02631 0.87979 4.55125 -0.2 -3.0 -0.4 -0.278
O -2.89286 -0.35166 3.22966 1.8 -2.4 1.4 -0.236
N -3.09011 0.98437 2.85817 0.0 1.5 -0.6 -0.115
C -2.40905 1.32169 1.58852 0.1 1.0 -0.3 -0.198
C -2.28836 2.90674 1.55059 0.2 -0.8 0.2 -0.215
C -0.81232 3.39326 1.81543 -0.7 0.8 0.0 -0.097
O -1.89330 -1.50677 5.41088 1.3 1.2 -1.9 -0.241
C -1.01144 -1.43512 6.53664 -1.0 -1.7 1.9 -0.687
Br 0.90296 -1.27808 6.09551 -0.5 0.2 0.1 0.781
C -1.18856 -2.81204 7.29606 1.1 -0.3 -0.9 -0.275
C -0.20801 -2.97966 8.51292 -0.6 -0.2 -0.6 -0.145
H 8.12281 -2.63477 4.86006 0.2 0.7 0.6 0.058
H 9.34877 -2.29354 6.13440 -0.7 0.2 -0.4 0.065
H 7.74319 -1.47665 6.22522 0.5 -0.4 -0.5 0.067
H 9.42413 -0.98929 3.68821 -0.3 0.3 0.7 0.099
H 10.12580 -0.38654 5.21098 -0.7 0.1 -0.5 0.095
H 8.43432 1.21500 5.61125 -0.4 -0.3 -0.6 0.106
H 8.61987 1.30089 3.82570 -0.2 -0.4 0.7 0.106
H 6.19696 1.35821 4.56343 0.4 -0.7 0.1 0.105
H 6.31701 -0.30178 5.19865 0.3 0.3 -0.6 0.090
H 5.67250 0.57937 2.45902 0.6 -0.4 0.3 0.110
H 7.34299 -0.16387 2.37388 -0.8 0.1 0.3 0.108
H 4.89121 -1.60932 3.70839 0.6 0.2 -0.5 0.116
H 6.53772 -2.25500 3.42202 -0.5 0.6 -0.1 0.091
H 4.47049 -1.63392 1.20043 0.6 -0.4 0.2 0.111
H 6.26559 -1.83647 0.93106 -0.8 -0.3 0.1 0.110
H 6.31739 -4.06018 1.81706 -0.8 0.2 0.1 0.112
H 4.77008 -3.86745 2.71329 0.2 -0.1 -0.7 0.096
H 5.00259 -5.39885 0.40162 -0.2 0.7 0.0 0.104
H 4.80769 -3.82002 -0.42678 -0.1 -0.3 0.6 0.110
H 2.67098 -5.16821 -0.17900 0.2 0.5 0.5 0.100
H 2.56667 -3.52647 0.52133 0.0 -0.7 0.4 0.099
H 2.61922 -4.46920 2.82772 0.2 -0.7 -0.5 0.095
H 3.29662 -6.05241 2.31555 -0.1 0.7 -0.5 0.114
H 1.10918 -6.82249 2.47838 0.0 0.5 -0.7 0.103
H 0.72072 -5.85710 0.94106 0.5 -0.4 0.7 0.105
H 0.62302 -4.62209 3.81269 -0.2 -0.4 -0.7 0.114
H -0.82154 -5.24640 2.96711 0.6 0.2 -0.4 0.100
H 1.13080 -2.92512 2.07706 -0.5 -0.5 -0.2 0.105
H -0.20830 -3.61133 0.99015 0.8 0.1 0.6 0.120
H -1.83769 -2.44465 2.10243 0.8 0.2 0.4 0.122
H -1.25677 -3.13650 3.63860 0.3 0.9 -0.4 0.096
H -4.09457 1.06199 2.68880 0.3 -0.3 0.3 0.127
H -2.98066 0.94570 0.69882 0.6 0.2 0.6 0.115
H -1.36463 0.93743 1.57624 -0.9 -0.1 0.1 0.105
H -2.68318 3.24115 0.56938 0.4 0.1 0.7 0.081
H -2.91958 3.31607 2.37099 0.2 -0.3 -0.7 0.100
H -0.86279 4.23777 2.54329 0.2 -0.6 -0.5 0.070
H -0.16352 2.61410 2.26852 -0.5 0.4 -0.4 0.069
H -0.37495 3.81788 0.88226 -0.1 -0.6 0.6 0.049
H -1.34858 -0.63734 7.24090 0.7 -0.1 -1.0 0.125
H -2.25302 -3.01521 7.53984 0.6 0.6 0.0 0.114
H -0.89457 -3.58684 6.53814 -0.4 0.5 0.6 0.102
H -0.05228 -2.00019 9.01310 -0.1 -0.8 0.0 0.072
H 0.76773 -3.35610 8.12907 -0.7 0.4 0.5 0.052
H -0.63901 -3.74767 9.19931 0.4 0.8 -0.3 0.076
C -2.55868 2.34455 -5.32771 -0.1 0.3 0.1 -0.072
C -1.59111 1.57294 -4.44872 -0.7 -0.4 -0.5 -0.261
O -0.56400 2.41689 -3.91290 0.2 0.4 0.6 -0.261
S -0.94473 3.39450 -2.69213 0.5 -0.1 -0.4 0.597
C 0.70447 3.85214 -2.25254 0.1 -0.1 -0.1 -0.119
O -1.51348 2.61359 -1.62866 -0.2 0.3 -0.4 -0.279
O -1.61622 4.55189 -3.21457 0.0 -0.4 0.4 -0.276
H -3.14130 3.05718 -4.74261 0.0 0.0 0.0 0.071
H -3.25548 1.66452 -5.82036 0.1 -0.1 0.0 0.082
H -2.01966 2.91393 -6.08645 0.0 -0.1 0.0 0.086
H -2.11599 1.05243 -3.64381 0.1 0.1 0.1 0.115
H -1.08632 0.81403 -5.04803 0.3 0.1 0.2 0.121
H 1.23048 2.97141 -1.89104 -0.1 0.0 0.0 0.077
H 0.63961 4.60229 -1.46614 -0.1 0.0 0.0 0.071
H 1.19761 4.27073 -3.12728 -0.1 0.0 0.0 0.075
C -4.34659 -4.72510 3.08938 0.1 0.1 -0.3 -0.071
C -4.29368 -6.18836 3.48710 0.5 0.7 0.4 -0.260
O -5.11780 -7.00299 2.64515 0.0 -0.4 -0.6 -0.264
S -4.58207 -7.35145 1.16695 -0.5 0.0 0.4 0.590
C -5.76560 -8.60979 0.79475 -0.1 0.0 0.1 -0.122
O -3.27862 -7.94662 1.27418 -0.2 0.4 -0.1 -0.282
O -4.82372 -6.22622 0.30718 0.4 -0.4 0.2 -0.279
H -3.88982 -4.56708 2.11107 0.0 0.0 0.0 0.068
H -3.81075 -4.10940 3.81477 0.0 -0.1 0.1 0.075
H -5.37934 -4.37973 3.02341 0.0 0.0 0.1 0.088
H -3.26601 -6.56103 3.49052 -0.1 -0.1 -0.1 0.108
H -4.68000 -6.30000 4.50102 -0.2 -0.2 -0.2 0.123
H -5.61178 -9.44919 1.46892 0.0 0.1 0.0 0.074
H -5.60389 -8.91910 -0.23636 0.1 0.1 0.0 0.076
H -6.76536 -8.19596 0.90733 0.1 0.0 0.0 0.075
C -4.17483 6.99684 -3.17992 -0.1 -0.2 -0.2 -0.069
C -4.26207 8.31298 -3.93033 -0.2 -0.1 1.0 -0.269
O -3.85255 8.17859 -5.29664 -0.3 -0.3 -0.8 -0.266
S -4.86504 7.48656 -6.33322 0.9 0.3 0.2 0.590
C -4.01129 7.94172 -7.81255 0.0 0.1 0.0 -0.109
O -6.12519 8.18073 -6.29023 0.1 -0.4 0.1 -0.288
O -4.78943 6.05976 -6.18150 -0.4 0.4 0.0 -0.280
H -4.90286 6.27843 -3.55966 0.0 0.0 0.0 0.072
H -4.37244 7.14616 -2.11684 0.0 0.1 0.0 0.083
H -3.18754 6.54902 -3.29926 0.0 0.0 0.1 0.063
H -5.26762 8.73674 -3.87334 0.0 0.0 -0.2 0.115
H -3.58365 9.03437 -3.47438 0.1 0.1 -0.4 0.120
H -4.03293 9.02532 -7.91586 0.1 0.0 0.0 0.052
H -4.52756 7.47224 -8.64845 -0.1 0.0 0.1 0.078
H -2.98850 7.57642 -7.75329 0.0 0.0 0.0 0.079
C 5.00149 -9.60077 -2.53686 0.0 0.3 0.0 -0.076
C 3.82861 -10.04843 -3.38949 0.8 -0.3 -0.1 -0.264
O 2.62890 -9.33514 -3.06724 -0.4 0.5 -0.2 -0.265
S 2.47792 -7.82179 -3.59735 -0.4 -0.3 0.4 0.591
C 0.75746 -7.63230 -3.24056 0.0 -0.1 0.1 -0.120
O 2.66258 -7.80532 -5.02174 0.3 0.1 0.4 -0.277
O 3.22042 -6.94859 -2.72985 -0.1 -0.2 -0.5 -0.287
H 5.28627 -8.57342 -2.76723 0.0 -0.1 0.0 0.070
H 5.86939 -10.23846 -2.71283 -0.1 -0.1 0.0 0.080
H 4.74260 -9.63510 -1.47737 0.0 -0.1 0.0 0.084
H 4.05447 -9.95415 -4.45445 -0.1 0.1 0.0 0.116
H 3.62367 -11.10203 -3.19530 -0.3 0.1 0.0 0.121
H 0.19008 -8.31783 -3.86566 0.1 0.0 0.0 0.074
H 0.48592 -6.60255 -3.46648 0.1 0.0 0.0 0.077
H 0.59254 -7.83831 -2.18492 0.0 0.0 0.0 0.074
C -2.44202 14.47033 -6.61520 0.1 -0.2 -0.2 -0.076
C -3.56954 14.18685 -5.63983 0.8 0.4 0.2 -0.263
O -4.65771 13.49573 -6.26437 -0.2 -0.6 -0.2 -0.262
S -4.48560 11.92372 -6.57106 -0.7 0.4 0.0 0.593
C -6.17633 11.58375 -6.95389 0.0 0.1 0.0 -0.111
O -4.13673 11.24847 -5.35233 0.3 0.2 -0.4 -0.270
O -3.70647 11.76574 -7.76984 0.0 -0.2 0.5 -0.283
H -1.96047 13.54698 -6.93947 0.0 0.0 0.0 0.070
H -1.68236 15.10133 -6.15086 -0.1 0.0 0.0 0.081
H -2.82188 14.96835 -7.50865 0.0 0.1 0.1 0.085
H -3.21091 13.62866 -4.77152 -0.1 -0.1 -0.1 0.115
H -3.97323 15.13103 -5.27199 -0.3 -0.2 -0.1 0.122
H -6.77748 11.73725 -6.06091 0.1 0.0 0.0 0.081
H -6.23951 10.54505 -7.27632 0.1 0.0 0.1 0.055
H -6.49361 12.24495 -7.75781 0.1 0.0 0.0 0.077
```
Forces are in eV/Å.

## Properties
- gap between HOMO and LUMO (eV) = 9.15
- E (eV) = -212607.9415
- F_max (eV Å⁻¹) = 3.7
- molecular weight (g mol⁻¹) = 1107.28
- structure (SMILES) = CCCCCCCCCCCCCCCO[P@@](=O)(ONCCC)O[C@H](Br)CC.CCOS(C)(=O)=O.CCOS(C)(=O)=O.CCOS(C)(=O)=O.CCOS(C)(=O)=O.CCOS(C)(=O)=O